[1]
41
Properties=species:S:1:pos:R:3:mulliken_charge:R:1 method="wB97M-V/def2-TZVPD" multiplicity=2 molar_mass_da=409.023 e_lumo_ha="-0.1280 / -0.1961" s2=0.76 charge=+1 relative_energy_kj_mol=0.0 homo_lumo_gap_ev="7.62 / 5.76"
Cu 8.68869 15.17223 2.98477 -0.313
C 8.38278 19.63194 3.06483 -1.398
C 8.78276 18.20762 3.07072 0.787
N 8.01879 17.22446 2.99223 0.417
N 6.68286 17.42336 2.72937 -0.743
C 6.01798 16.26784 2.45865 0.582
N 4.68912 16.49240 2.46091 -0.362
S 6.71270 14.72408 1.92631 -0.363
C 10.21377 17.83761 3.13527 0.417
C 11.25872 18.71540 3.15642 -0.388
C 12.56149 18.26007 3.21503 -0.475
C 12.78819 16.91598 3.14776 -0.616
C 11.71359 16.04569 3.05279 0.053
N 10.43894 16.47823 3.01101 -0.104
H 8.98767 20.24202 2.44436 0.424
H 8.48898 19.94917 4.09966 0.347
H 7.35606 19.62850 2.76026 0.378
H 4.42283 17.30976 2.94300 0.261
H 4.03908 15.70237 2.36365 0.252
H 11.01410 19.80007 3.21626 0.270
H 13.33932 18.95892 3.41977 0.445
H 13.79805 16.54627 3.29129 0.370
H 11.94442 14.99832 3.15346 0.335
N 7.39369 11.59150 2.66145 -0.382
C 8.72289 11.35370 2.86069 0.684
S 9.86963 12.52567 2.76054 -0.241
N 8.99380 10.01918 2.98341 -0.128
C 10.21150 9.30238 2.96498 1.028
C 11.46060 9.92879 2.62683 -0.524
C 12.51617 9.06683 2.53974 -0.572
C 12.45273 7.70549 2.81304 -0.620
C 11.20097 7.10919 3.07843 -0.535
C 10.09417 7.96831 3.19514 -0.458
H 7.16476 12.56396 2.69138 -0.021
H 6.80287 11.17837 3.34127 0.269
H 8.22462 9.39024 2.90301 0.253
H 11.56754 10.97266 2.37977 0.252
H 13.48469 9.53310 2.35680 0.323
H 13.30324 7.07736 2.79632 0.411
H 11.05149 6.06945 3.25523 0.410
H 9.11320 7.50686 3.27249 0.275

[2]
33
Properties=species:S:1:pos:R:3:mulliken_charge:R:1 method="wB97M-V/def2-TZVPD" multiplicity=1 molar_mass_da=270.245 e_lumo_ha=0.0032 relative_energy_kj_mol=513.4 homo_lumo_gap_ev=9.37
C 0.41279 -0.53705 -0.82084 0.317
C -1.00508 -1.04241 -1.27977 0.165
C 1.29705 -0.22398 -1.94185 -0.751
C 2.84850 -0.01036 -1.36896 0.431
C 3.81884 0.55827 -2.15842 -0.563
C 4.28002 0.41662 0.02286 -0.476
C -2.00095 0.14983 0.75757 -0.177
C -2.05344 -0.94187 2.02681 0.683
C -3.31802 0.92071 0.79953 -0.716
C -3.46458 2.10358 1.82701 0.325
H 1.75958 -1.30531 0.38458 0.474
H 0.60294 -2.50627 -0.01086 0.247
H 0.29628 0.40608 -0.28219 0.146
H 1.30670 -1.12258 -2.85137 0.283
H 1.03548 0.80060 -2.64505 0.295
H 4.17986 0.79785 -3.22394 0.329
H 4.99039 0.35198 0.80292 0.406
H 5.90865 1.00002 -1.39694 0.342
H -2.94036 -0.94422 -0.62545 0.307
H -1.07776 0.70519 0.88374 0.358
H -3.53853 1.39909 -0.33261 0.342
H -4.12321 0.07891 0.90090 0.414
H -3.56551 0.83908 3.34806 0.420
H -0.10720 -1.33156 1.59385 0.527
N 0.77603 -1.56835 0.25513 -0.570
N 3.11055 -0.08551 0.03367 -0.474
N 4.73621 0.79257 -1.21744 -0.173
N -2.01127 -0.55881 -0.51709 0.047
O -1.06424 -1.52910 -2.41357 -0.664
O -3.16442 -1.04149 2.51600 -0.641
O -3.32795 3.26031 1.55487 -0.558
O -3.68894 1.82438 3.07954 -0.505
O -0.90840 -1.65618 2.29931 -0.590

F_max for the records above, in order: 0.0733, 0.1417 Eh/bohr
E_tot for the records above, in order: -3346.96841, -984.58895 Eh